1.
Density functional theory data (the ωB97M-V functional and the def2-TZVPD basis) for a structure of composition C23H20Cl2IrN3O3S2.

## Properties
* E_tot: -84341.244 eV
* multiplicity: 1
* frontier orbital gap (alpha / beta): 5.86 / 5.86 eV

Element x y z (Å)
Ir 0.043 1.285 -0.131
C -2.442 -1.281 -1.252
C -1.176 -0.574 -1.600
N -0.165 -0.560 -0.698
N 0.726 -1.564 -0.530
C 1.771 -1.179 0.125
S 2.050 0.513 0.502
S 2.923 -2.381 0.692
C 2.040 -2.852 2.226
C 0.738 -3.568 2.015
C 0.701 -4.897 1.604
C -0.509 -5.532 1.382
C -1.701 -4.843 1.570
C -1.674 -3.518 1.981
C -0.458 -2.884 2.200
C -0.921 0.044 -2.853
C -1.707 -0.290 -3.988
C -1.322 0.079 -5.244
C -0.138 0.833 -5.400
C 0.613 1.230 -4.330
C 0.220 0.897 -3.007
O 0.855 1.450 -2.026
H -2.384 -2.324 -1.584
H -3.306 -0.813 -1.720
H -2.544 -1.277 -0.169
H 1.874 -1.936 2.792
H 2.764 -3.463 2.766
H 1.631 -5.432 1.445
H -0.525 -6.567 1.062
H -2.648 -5.340 1.400
H -2.598 -2.975 2.138
H -0.444 -1.848 2.524
H -2.586 -0.907 -3.850
H -1.897 -0.218 -6.109
H 0.179 1.115 -6.397
H 1.509 1.824 -4.455
O -1.247 0.426 3.587
C -0.859 1.011 2.600
O -1.177 0.747 1.371
C 0.044 2.218 2.702
C 0.395 2.778 3.915
C 1.220 3.888 3.917
C 1.668 4.398 2.707
C 1.271 3.784 1.534
N 0.465 2.718 1.533
H 0.013 2.322 4.818
H 1.517 4.350 4.849
H 2.316 5.261 2.664
H 1.597 4.149 0.570
Cl -0.715 3.868 -1.103
C 0.740 4.246 -2.073
Cl 1.277 5.900 -1.765
H 0.471 4.143 -3.116
H 1.513 3.546 -1.791

2.
Density functional theory data (the ωB97M-V functional and the def2-TZVPD basis) for a cluster of 11 separate species, C3H29N2O11 in total.

## Properties
* E_tot: -29080.007 eV
* multiplicity: 1
* charge: +1
* frontier orbital gap: 10.38 eV

Element x y z (Å)
N -0.438 -0.988 -1.505
C -0.565 0.453 -0.885
C -1.967 0.590 -0.427
N -2.401 1.802 -0.046
C -1.788 3.053 0.129
O -2.753 -0.337 -0.502
H 0.008 -1.508 -0.725
H 0.243 -1.056 -2.283
H -1.413 -1.247 -1.788
H 0.107 0.527 0.011
H -0.200 1.141 -1.625
H -3.428 1.785 0.148
H -1.392 3.097 1.148
H -2.448 3.921 0.154
H -0.933 3.141 -0.608
H 0.812 2.723 2.476
H 1.464 1.251 2.583
O 1.035 1.891 2.023
H -1.022 -1.924 1.285
H -1.500 -3.225 0.752
O -0.727 -2.601 0.672
H 2.388 1.536 0.278
H 2.855 0.683 -1.067
O 2.733 0.749 -0.142
H 3.985 -1.663 1.501
H 2.945 -0.711 0.723
O 3.055 -1.437 1.391
H -0.970 0.422 2.292
H -2.427 -0.137 2.154
O -1.474 -0.398 2.187
H -4.138 -0.914 2.394
H -4.335 -0.483 1.003
O -3.952 -0.164 1.832
H -0.350 -0.357 -5.190
H 0.751 -1.522 -4.922
O 0.275 -0.767 -4.565
H 3.008 1.488 -3.502
H 1.827 0.437 -3.768
O 2.523 0.746 -3.144
H 1.915 -2.254 0.211
H 1.244 -3.627 -0.227
O 1.589 -2.794 -0.549
H 1.349 -0.658 3.765
H 2.454 -0.641 2.854
O 2.058 -0.023 3.506

3.
Density functional theory data (the ωB97M-V functional and the def2-TZVPD basis) for a structure of composition H22O11.

## Properties
* E_tot: -22855.576 eV
* multiplicity: 1
* frontier orbital gap: 8.22 eV

Element x y z (Å)
O 5.562 -17.559 9.001
H 6.511 -17.472 9.091
H 5.230 -17.506 9.898
O 6.664 -17.078 11.379
H 6.883 -17.227 12.299
H 7.232 -17.679 10.897
O 8.802 -18.117 7.584
H 8.000 -17.805 7.165
H 9.048 -17.412 8.184
O 6.019 -20.196 8.991
H 5.560 -19.485 8.544
H 6.876 -19.829 9.210
O 8.125 -15.894 10.284
H 7.284 -16.054 10.712
H 8.767 -15.939 10.992
O 7.581 -17.739 9.548
H 8.296 -17.112 9.442
H 7.943 -18.571 9.241
O 9.149 -16.725 8.878
H 9.951 -16.329 8.537
H 9.013 -16.300 9.725
O 8.094 -19.555 8.770
H 8.434 -18.974 8.089
H 8.643 -20.337 8.713
O 7.007 -17.455 7.146
H 6.809 -17.785 8.022
H 6.152 -17.257 6.765
O 7.805 -14.724 8.660
H 8.058 -15.519 9.129
H 8.391 -14.048 9.000
O 7.813 -20.572 10.833
H 8.579 -20.413 11.385
H 8.017 -20.132 10.008

Respective ΔE to the lowest compared entry with this formula, charge and spin values: 56.59 0.00 598.13 kcal per mole.